# 1
The following is a DFT calculation (the ωB97M-V functional and the def2-TZVPD basis) of C32H88CrCsN8O16S2 as an isolated structure.

Properties
Multiplicity   5
Charge   -1
Maximum force   2.66 eV Å⁻¹
Lowest unoccupied orbital energy (alpha / beta)   1.15 / 1.15 eV
ΔE to the lowest compared entry with this formula, charge and spin   0.0 kcal/mol
Electronic energy   -4775.02142 Eh
<S²>   6.0075
HOMO (alpha / beta)   -2.93 / -5.12 eV

Geometry (Å):
1 Cr 15.5639 15.9637 -8.3881
2 Cs 11.4416 20.4354 -10.6837
3 S 14.8884 14.9174 -6.0101
4 O 14.9152 13.5859 -5.4059
5 O 14.3553 15.9215 -5.1003
6 O 16.2336 15.3709 -6.4679
7 O 14.1199 14.8728 -7.2901
8 S 14.0118 17.8017 -9.6152
9 O 14.5250 18.9226 -10.3800
10 O 12.5463 17.8666 -9.6147
11 O 14.5642 16.4936 -10.0520
12 O 14.4892 17.7325 -8.2129
13 C 15.4513 20.3476 -15.2186
14 C 15.2724 19.4156 -14.0468
15 C 16.5421 19.0842 -13.2774
16 O 17.5653 18.5066 -14.0868
17 C 18.5588 19.4345 -14.4769
18 N 14.2829 20.0066 -13.1072
19 H 15.9917 21.2679 -14.9590
20 H 14.5058 20.7201 -15.6170
21 H 16.0319 19.9202 -16.0379
22 H 14.8243 18.4844 -14.4046
23 H 16.2648 18.2589 -12.6103
24 H 16.8923 19.8746 -12.6046
25 H 18.1983 20.1536 -15.2175
26 H 19.3734 18.9101 -14.9809
27 H 18.9693 19.8887 -13.5702
28 H 14.3712 19.4860 -12.2318
29 H 14.6665 20.9204 -12.8790
30 C 9.4411 19.3104 -7.4371
31 C 10.5933 19.8292 -6.5616
32 C 10.7081 19.0916 -5.2427
33 O 9.5102 19.2442 -4.4704
34 C 9.6451 18.9832 -3.1035
35 N 11.8444 19.8015 -7.3049
36 H 8.4904 19.3751 -6.9106
37 H 9.5794 18.2418 -7.6193
38 H 9.4909 19.8165 -8.3994
39 H 10.4260 20.8809 -6.3037
40 H 11.5660 19.4937 -4.6927
41 H 10.9039 18.0188 -5.3430
42 H 9.0754 19.7253 -2.5318
43 H 10.6655 19.1169 -2.7325
44 H 9.2416 18.0125 -2.8071
45 H 12.6060 19.9129 -6.6363
46 H 12.0381 18.9813 -7.8605
47 C 15.8100 20.6823 -5.8270
48 C 15.6108 19.2206 -5.4332
49 C 16.0003 18.9109 -3.9965
50 O 17.4045 19.1818 -3.9046
51 C 17.8812 19.1467 -2.5796
52 N 14.2075 18.8292 -5.6412
53 H 15.0403 21.2877 -5.3429
54 H 15.5742 20.7723 -6.8935
55 H 16.8233 21.0446 -5.6610
56 H 16.2824 18.5641 -5.9990
57 H 15.8901 17.8352 -3.8167
58 H 15.3466 19.3806 -3.2492
59 H 18.9306 19.4255 -2.4843
60 H 17.7907 18.1383 -2.1570
61 H 17.2662 19.8591 -2.0162
62 H 13.9677 18.0327 -5.0531
63 H 14.2745 18.3810 -6.5712
64 C 17.3898 12.4018 -10.6228
65 C 17.0600 13.8825 -10.5025
66 C 16.3298 14.3545 -11.7464
67 O 17.0980 14.0818 -12.9108
68 C 16.7698 14.8660 -14.0358
69 N 16.2040 14.0644 -9.3155
70 H 16.5137 11.7603 -10.5811
71 H 18.0589 12.1485 -9.7937
72 H 18.0279 12.2595 -11.4995
73 H 17.9435 14.5149 -10.4123
74 H 16.0096 15.4037 -11.7699
75 H 15.3321 13.8892 -11.8032
76 H 15.7069 15.1000 -14.0904
77 H 17.0364 14.2917 -14.9237
78 H 17.3551 15.7914 -14.0496
79 H 16.5937 13.4772 -8.5696
80 H 15.3407 13.5088 -9.3359
81 C 17.5584 19.2393 -8.8456
82 C 17.9013 17.9273 -9.5370
83 C 19.3701 17.9313 -9.9307
84 O 19.7508 16.6790 -10.5148
85 C 19.3018 16.4833 -11.8291
86 N 17.6024 16.7957 -8.5765
87 H 18.0844 20.1044 -9.2533
88 H 17.7090 19.1912 -7.7627
89 H 16.4875 19.4578 -8.8611
90 H 17.2030 17.7177 -10.3506
91 H 20.0391 18.0769 -9.0837
92 H 19.5769 18.6824 -10.7028
93 H 19.3305 15.4142 -12.0489
94 H 19.9991 16.9224 -12.5547
95 H 18.2838 16.8089 -12.0569
96 H 18.4097 16.1674 -8.6080
97 H 17.8029 17.2391 -7.6756
98 C 13.1539 15.6713 -13.2790
99 C 11.8089 16.4167 -13.2851
100 C 10.6584 15.4512 -12.9911
101 O 10.3613 14.7178 -14.1527
102 C 9.2395 13.8965 -14.0091
103 N 11.8106 17.4786 -12.2937
104 H 13.3145 15.4319 -12.2232
105 H 13.9431 16.3562 -13.5850
106 H 13.1151 14.7162 -13.8031
107 H 11.5619 16.8024 -14.2774
108 H 9.7978 16.0084 -12.5969
109 H 10.8977 14.8484 -12.1015
110 H 9.3505 13.2222 -13.1482
111 H 9.1731 13.2455 -14.8805
112 H 8.2874 14.4155 -13.8528
113 H 12.5224 18.1909 -12.4118
114 H 12.0205 17.1087 -11.3702
115 C 16.3982 23.0780 -9.5357
116 C 15.4324 23.0679 -10.7180
117 C 16.1485 23.0987 -12.0591
118 O 16.8622 24.3220 -12.1950
119 C 17.5124 24.4822 -13.4153
120 N 14.5245 21.9119 -10.7038
121 H 16.8325 22.1015 -9.2882
122 H 15.8723 23.3870 -8.6308
123 H 17.3087 23.6658 -9.6738
124 H 14.8680 23.9973 -10.6068
125 H 15.3888 23.0467 -12.8440
126 H 16.9038 22.3044 -12.0714
127 H 17.9345 23.5671 -13.8574
128 H 18.4225 25.0702 -13.2760
129 H 16.8761 24.9297 -14.1846
130 H 13.9656 22.0374 -9.8667
131 H 15.0646 21.0685 -10.5096
132 C 10.2753 13.6917 -7.6853
133 C 10.6552 15.0129 -8.3252
134 C 9.5036 15.7195 -9.0238
135 O 8.9662 14.8196 -9.9867
136 C 7.8305 15.2837 -10.6434
137 N 11.2255 15.9195 -7.3214
138 H 9.7580 12.9337 -8.2715
139 H 9.7014 13.9164 -6.7801
140 H 11.1446 13.1775 -7.2642
141 H 11.3907 14.9121 -9.1381
142 H 9.8914 16.6064 -9.5429
143 H 8.7713 16.0236 -8.2662
144 H 7.9891 16.2832 -11.0757
145 H 6.9328 15.3823 -10.0182
146 H 7.6016 14.5925 -11.4556
147 H 12.2126 15.7011 -7.1724
148 H 11.2903 16.8227 -7.7881

***

# 2
The following is a DFT calculation (the ωB97M-V functional and the def2-TZVPD basis) of a 8-piece molecular cluster, C32H88N8O8 overall.

Properties
Maximum force   3.06 eV Å⁻¹
Lowest unoccupied orbital energy   0.49 eV
ΔE to the lowest compared entry with this formula, charge and spin   75.5 kcal/mol
Electronic energy   -2311.73423 Eh
SMILES   COC[C@H](C)N.COC[C@H](C)N.COC[C@H](C)N.COC[C@H](C)N.COC[C@H](C)N.COC[C@H](C)N.COC[C@H](C)N.COC[C@H](C)N
HOMO   -8.49 eV

Geometry (Å):
1 C 3.9223 -3.4368 3.7209
2 C 4.6459 -3.5025 5.0764
3 C 3.6205 -3.6098 6.2220
4 O 4.1460 -3.3589 7.5544
5 C 5.3758 -3.9535 7.8967
6 N 5.7049 -4.5497 5.0705
7 H 3.2731 -4.3060 3.6027
8 H 4.6878 -3.5310 2.9502
9 H 3.4096 -2.4756 3.7208
10 H 5.2079 -2.5823 5.2573
11 H 3.2163 -4.6284 6.1678
12 H 2.7849 -2.9145 6.2399
13 H 5.5617 -4.9608 7.5192
14 H 5.3952 -4.0886 8.9803
15 H 6.2006 -3.3056 7.5946
16 H 5.3056 -5.4008 5.4612
17 H 5.8850 -4.8231 4.1102
18 C -2.2605 -1.6683 -4.1296
19 C -3.3118 -1.6272 -3.0070
20 C -4.7938 -1.5131 -3.4138
21 O -5.2869 -2.5827 -4.1710
22 C -6.4340 -2.2817 -4.9093
23 N -3.0835 -2.7794 -2.1490
24 H -1.2668 -1.5914 -3.6871
25 H -2.3207 -0.7783 -4.7582
26 H -2.3554 -2.5921 -4.6993
27 H -3.0319 -0.7785 -2.3770
28 H -4.8861 -0.5754 -3.9784
29 H -5.3828 -1.3282 -2.5071
30 H -6.3474 -1.4919 -5.6597
31 H -7.2631 -2.1925 -4.2006
32 H -6.6749 -3.1561 -5.5213
33 H -3.0091 -3.6260 -2.6971
34 H -3.7585 -2.8992 -1.4078
35 C 0.3378 -0.8033 2.4355
36 C 0.1332 -1.2332 0.9802
37 C -0.0578 -0.0026 0.0737
38 O -1.3514 0.5471 0.3219
39 C -1.7005 1.4440 -0.7343
40 N 1.2375 -2.0516 0.4797
41 H -0.5350 -0.2584 2.8079
42 H 1.1452 -0.0671 2.4584
43 H 0.4923 -1.6398 3.1154
44 H -0.7936 -1.7971 0.8542
45 H -0.0051 -0.3251 -0.9693
46 H 0.6558 0.8000 0.2921
47 H -0.9468 2.2346 -0.6262
48 H -2.6703 1.9355 -0.7047
49 H -1.5446 1.0009 -1.7208
50 H 2.1363 -1.5726 0.5296
51 H 1.3779 -2.9319 0.9531
52 C -2.6749 5.9645 -5.6028
53 C -3.5051 6.0209 -4.3371
54 C -2.7786 6.1160 -2.9749
55 O -1.6078 5.2973 -2.9721
56 C -0.9360 5.4074 -1.7132
57 N -4.4008 7.1926 -4.5127
58 H -2.0455 5.0725 -5.5546
59 H -1.9469 6.7742 -5.7238
60 H -3.2788 6.0222 -6.5053
61 H -4.0912 5.0984 -4.3439
62 H -3.5171 5.6662 -2.3036
63 H -2.5703 7.1629 -2.7436
64 H -0.0256 4.8517 -1.9465
65 H -1.5170 5.0237 -0.8762
66 H -0.5951 6.4453 -1.6548
67 H -5.0211 7.2356 -3.7062
68 H -3.7492 7.9641 -4.3886
69 C -0.8059 -5.7463 -2.8221
70 C -0.3546 -5.0786 -1.5190
71 C 0.9691 -5.7084 -0.9916
72 O 1.3018 -5.1195 0.2293
73 C 2.7072 -5.0892 0.4546
74 N -0.0443 -3.6927 -1.8669
75 H -0.1418 -5.5989 -3.6760
76 H -1.7804 -5.3710 -3.1331
77 H -0.8490 -6.8372 -2.7445
78 H -1.1953 -4.9477 -0.8285
79 H 1.7159 -5.5185 -1.7741
80 H 0.9916 -6.8066 -0.9862
81 H 3.2067 -4.6463 -0.4103
82 H 3.0673 -6.1209 0.5345
83 H 2.9104 -4.6042 1.4059
84 H -0.9730 -3.3026 -2.0449
85 H 0.2071 -3.1495 -1.0341
86 C 4.1286 1.0139 -0.9466
87 C 4.8805 -0.1051 -0.2116
88 C 5.2985 0.4377 1.1694
89 O 6.6692 0.2659 1.5078
90 C 7.5737 1.0623 0.7817
91 N 4.0508 -1.3125 -0.1267
92 H 3.3166 1.3889 -0.3221
93 H 3.7389 0.7082 -1.9220
94 H 4.8169 1.8070 -1.2429
95 H 5.7613 -0.2007 -0.8560
96 H 4.7780 -0.2557 1.8327
97 H 4.9866 1.4708 1.3268
98 H 7.5677 2.1080 1.1085
99 H 7.4068 1.0913 -0.2998
100 H 8.6028 0.7254 0.9009
101 H 3.5708 -1.4328 -1.0112
102 H 4.5936 -2.1497 0.0445
103 C 4.8671 1.8769 4.2918
104 C 3.3916 2.3900 4.2417
105 C 2.7549 2.0498 5.5770
106 O 1.4195 2.5231 5.7668
107 C 0.5231 2.1438 4.7402
108 N 3.5380 3.8311 4.0187
109 H 5.5174 2.2634 3.5078
110 H 4.9045 0.7954 4.1430
111 H 5.3491 2.1222 5.2396
112 H 2.8721 1.8991 3.4184
113 H 3.2897 2.4240 6.4490
114 H 2.7879 0.9543 5.6543
115 H -0.5144 2.3767 4.9825
116 H 0.5975 1.0668 4.5746
117 H 0.6871 2.7296 3.8299
118 H 4.2088 4.1646 4.7012
119 H 2.6583 4.2936 4.2294
120 C -7.1040 3.5017 -4.3528
121 C -6.5542 2.1909 -3.6859
122 C -6.1857 2.6461 -2.2764
123 O -5.6873 1.5855 -1.4729
124 C -5.7387 1.8668 -0.0792
125 N -7.7045 1.2959 -3.5426
126 H -8.0264 3.7684 -3.8357
127 H -7.4665 3.2418 -5.3493
128 H -6.3645 4.2968 -4.4045
129 H -5.7893 1.7270 -4.3035
130 H -6.9723 3.2265 -1.7824
131 H -5.4314 3.4486 -2.3495
132 H -6.7114 1.8713 0.4164
133 H -5.3248 2.8485 0.1801
134 H -5.0302 1.1498 0.3328
135 H -7.4835 0.6269 -2.8092
136 H -8.4771 1.8133 -3.1361